{
  "formula": "C12H20NO2",
  "method": "ωB97M-V/def2-TZVPD",
  "species": ["C", "N", "C", "O", "C", "C", "O", "C", "C", "C", "C", "C", "C", "C", "C", "H", "H", "H", "H", "H", "H", "H", "H", "H", "H", "H", "H", "H", "H", "H", "H", "H", "H", "H", "H"],
  "positions_angstrom": [[1.598304, -1.564097, -1.142136], [1.071804, -0.580762, -0.171855], [1.305393, -1.237833, 1.288397], [1.611726, -2.336083, 1.383837], [1.909983, 0.651230, -0.316280], [3.435477, 0.258476, -0.061172], [4.290599, 0.579324, -0.814648], [1.456077, 1.813777, 0.698590], [0.050364, 2.093110, 0.338219], [-0.770096, 0.806952, 0.463927], [-2.231256, 1.162007, 0.245297], [-3.058212, -0.128058, 0.396432], [-2.699196, -1.071388, -0.719520], [-1.291165, -1.558629, -0.368487], [-0.356196, -0.335545, -0.416131], [0.884110, -1.783476, -1.936174], [2.558812, -1.309611, -1.479788], [1.565623, -2.533252, -0.685493], [1.416223, -0.327050, 1.938164], [1.824145, 1.112426, -1.363601], [3.595225, -0.175272, 0.982501], [2.064493, 2.710164, 0.570533], [1.584077, 1.613572, 1.738861], [-0.247987, 2.965122, 0.971653], [-0.153137, 2.388833, -0.757832], [-0.701462, 0.452171, 1.483991], [-2.433486, 1.597695, -0.777665], [-2.542084, 1.889769, 1.081586], [-4.077788, 0.086634, 0.330765], [-2.937928, -0.507421, 1.530430], [-3.333610, -2.024487, -0.755636], [-2.684677, -0.660399, -1.727378], [-1.472732, -1.992175, 0.674360], [-0.952726, -2.209693, -1.214867], [-0.278713, 0.153959, -1.408873]],
  "atomic_forces_ev_per_a": [[-1.8681, -1.4615, -0.3281], [1.3456, -1.7205, -0.0274], [0.8421, 4.2959, -0.8025], [-0.0939, -2.1916, 0.7755], [1.4950, 1.8048, 0.7065], [-1.7970, 0.8802, 0.9651], [0.3864, -0.2180, -0.0829], [1.4046, -0.5720, -2.3601], [-1.2249, 0.5828, -1.1175], [-1.1944, 1.3870, 1.1879], [-1.2423, 0.1225, 0.9216], [0.2845, 0.5002, 1.6833], [0.1494, -2.4815, 0.7295], [0.3220, 0.0290, -0.6447], [-0.4823, 1.7148, -0.6776], [0.2392, 0.9877, -0.3997], [1.0605, 0.2138, -0.5435], [0.6381, -0.4535, 0.4994], [-0.5912, -1.3269, 0.3031], [-0.0391, -1.1122, 1.3478], [0.3084, 0.0826, -0.9331], [0.3234, -0.2172, -0.4818], [-0.0915, -0.6229, 0.8227], [-0.6025, -0.9798, -0.4591], [0.9554, 0.0367, 1.4578], [-0.0860, -0.0687, 0.6828], [0.3569, -0.1902, 1.0973], [0.4370, -0.8029, -1.5329], [-1.7435, 0.6021, -0.0279], [0.0247, 0.2453, -2.6633], [0.5630, 1.4897, 0.0899], [-0.3639, 0.4571, 0.1000], [1.2305, 0.0838, -1.4922], [-0.2496, -0.2808, 1.3745], [-0.6967, -0.8159, -0.1702]],
  "de_lowest_ev": 3.077,
  "e_tot_ev": -18344.352,
  "lumo_ev": -4.00,
  "homo_lumo_gap_ev": 9.92,
  "total_charge": 1
}